Record 1
{"formula": "C28H46CeN6O", "method": "ωB97M-V/def2-TZVPD", "symbols": ["Ce", "C", "C", "C", "C", "C", "C", "C", "C", "C", "C", "C", "C", "C", "C", "C", "C", "C", "H", "H", "H", "H", "H", "H", "H", "H", "H", "H", "H", "H", "H", "H", "H", "H", "H", "H", "H", "H", "H", "H", "H", "H", "H", "H", "H", "H", "H", "C", "N", "C", "C", "N", "N", "C", "N", "N", "H", "H", "H", "H", "H", "H", "H", "H", "H", "H", "H", "O", "H", "H", "N", "C", "C", "C", "C", "C", "C", "C", "H", "H", "H", "H"], "coordinates": [[-0.194, -0.883, -0.174], [0.857, 0.813, 1.517], [0.223, -0.219, 2.308], [-1.169, -0.093, 2.095], [-1.379, 1.051, 1.251], [-0.147, 1.628, 0.947], [0.029, 3.037, 0.412], [-0.623, 3.319, -0.956], [1.492, 3.394, 0.319], [-0.601, 3.925, 1.447], [-2.384, -0.839, 2.700], [-3.652, -0.079, 2.450], [-2.286, -0.968, 4.201], [-2.540, -2.208, 2.001], [1.106, -1.111, 3.171], [1.044, -0.472, 4.588], [2.566, -1.064, 2.695], [0.741, -2.615, 3.259], [1.891, 1.079, 1.540], [-2.356, 1.454, 1.069], [-0.104, 2.911, -1.799], [-0.712, 4.371, -1.087], [-1.678, 2.984, -1.004], [2.045, 2.810, -0.387], [2.060, 3.353, 1.256], [1.584, 4.452, -0.013], [-1.671, 3.800, 1.468], [-0.414, 4.950, 1.214], [-0.190, 3.640, 2.396], [-3.670, 0.859, 2.972], [-4.496, -0.616, 2.897], [-3.879, 0.085, 1.406], [-2.070, 0.001, 4.658], [-1.559, -1.701, 4.573], [-3.250, -1.285, 4.579], [-2.685, -2.116, 0.920], [-3.455, -2.663, 2.394], [-1.715, -2.894, 2.148], [1.175, 0.594, 4.504], [1.804, -0.905, 5.245], [0.103, -0.599, 5.077], [3.021, -0.091, 2.915], [2.729, -1.322, 1.636], [3.129, -1.821, 3.240], [-0.279, -2.835, 3.617], [1.420, -3.173, 3.879], [0.842, -3.099, 2.271], [3.728, 0.323, -4.436], [2.756, 0.642, -3.405], [1.825, 1.692, -3.733], [2.441, -0.131, -2.358], [1.614, 0.203, -1.390], [3.004, -1.415, -2.245], [2.798, -2.353, -1.241], [3.866, -3.152, -1.042], [1.642, -2.486, -0.622], [4.235, 1.238, -4.719], [3.271, -0.082, -5.361], [4.436, -0.391, -4.082], [2.175, 2.222, -4.588], [1.838, 2.449, -2.903], [0.807, 1.350, -3.946], [1.263, 1.153, -1.487], [3.673, -1.685, -2.945], [4.701, -3.093, -1.632], [3.766, -4.014, -0.569], [1.679, -3.242, 0.068], [-1.426, -3.051, -1.266], [-1.029, -3.922, -1.374], [-2.354, -3.131, -1.507], [-4.290, 0.228, -6.380], [-3.772, 0.277, -5.365], [-3.017, 0.236, -4.126], [-1.774, -0.363, -4.108], [-1.097, -0.470, -2.893], [-1.662, 0.025, -1.712], [-2.890, 0.692, -1.755], [-3.563, 0.818, -2.935], [-1.341, -0.785, -5.039], [-0.139, -1.028, -2.880], [-3.358, 1.109, -0.835], [-4.508, 1.295, -3.003]], "atomic_forces_ev_per_a": [[0.04, -0.13, -0.59], [-1.22, 0.02, 0.70], [1.00, 0.07, -0.91], [-1.03, 0.53, 0.48], [0.11, -0.85, 0.62], [0.15, 0.22, -0.32], [0.23, -0.57, -0.95], [-1.30, -0.69, 0.87], [0.72, 1.51, 0.15], [-0.39, -0.24, 0.10], [1.11, -0.45, -0.90], [-1.07, 0.01, 0.14], [0.42, -0.38, 0.77], [-0.34, 0.14, 0.33], [-0.13, -0.46, 0.81], [0.59, -0.50, -0.25], [0.34, -0.01, 0.15], [-0.96, 0.14, -0.78], [0.37, -0.17, -0.17], [0.01, 0.15, -0.30], [0.39, -0.38, -0.50], [0.30, 1.02, -0.18], [0.56, -0.16, 0.12], [0.32, -0.53, -0.58], [-0.37, -0.13, 0.06], [-0.08, -0.61, 0.11], [-0.50, -0.12, 0.12], [0.30, 0.80, 0.03], [0.09, 0.28, 0.74], [0.22, 0.72, 0.11], [0.13, -0.16, -0.28], [-0.09, -0.01, -0.34], [0.02, -0.07, -0.05], [-0.18, 0.30, -0.25], [-0.26, -0.12, 0.16], [-0.17, 0.24, -0.14], [0.18, -0.23, -0.16], [0.20, -0.13, 0.23], [0.39, 0.47, 0.03], [0.05, 0.14, -0.14], [-0.61, -0.29, 0.13], [0.00, -0.25, -0.19], [-0.31, 0.29, 0.12], [0.04, 0.14, 0.20], [0.52, 0.25, -0.13], [0.38, 0.09, 0.48], [-0.13, 0.12, 0.02], [-0.52, -0.12, -0.82], [-0.33, -0.97, 0.04], [-0.31, 1.49, 1.31], [-0.42, -0.77, 1.03], [-0.08, 0.05, -0.46], [-0.04, 0.64, -0.19], [-0.43, -0.30, -0.09], [0.42, 0.67, -0.95], [0.91, 0.06, -0.23], [0.26, 0.04, 0.10], [-0.03, 0.14, 0.55], [0.73, -0.28, 0.20], [0.34, 0.27, -0.69], [-0.31, -0.54, -0.76], [0.16, -0.12, 0.25], [0.21, 0.02, -0.09], [0.07, 0.03, -0.01], [-0.59, 0.17, 0.50], [-0.20, -0.78, 0.56], [0.17, 0.20, -0.20], [0.49, 0.22, 0.40], [-0.09, -0.07, -0.05], [-0.15, -0.01, -0.09], [-0.58, 0.05, -0.86], [0.95, -0.08, 1.22], [-0.83, 0.87, 0.59], [0.65, -0.60, -0.67], [-0.31, -0.11, 0.36], [0.42, -0.07, 0.04], [-0.15, 0.26, 1.04], [0.63, -1.00, -1.66], [-0.42, 0.34, 0.72], [-0.42, 0.26, -0.06], [0.48, -0.36, -0.77], [-0.69, 0.37, 0.03]], "relative_energy_kj_mol": 30.4, "largest_force_ha_per_bohr": 0.03959, "homo_energy_ha": [-0.52066, -0.52066], "total_charge": 2, "e_tot_ha": -1972.925777}

---

Record 2
{"formula": "CH9N3P", "method": "ωB97M-V/def2-TZVPD", "symbols": ["C", "N", "N", "N", "P", "H", "H", "H", "H", "H", "H", "H", "H", "H"], "coordinates": [[0.808, -0.928, 0.818], [1.916, -0.199, 0.726], [-0.396, -0.488, 0.635], [-0.343, 1.705, -1.204], [-1.991, -1.203, 0.750], [0.745, -1.982, 0.976], [1.751, 0.772, 0.690], [2.882, -0.499, 0.607], [-0.383, 0.432, 0.232], [0.289, 1.881, -1.991], [-1.260, 1.690, -1.630], [-0.300, 2.606, -0.771], [-2.147, -1.188, -0.659], [-1.571, -2.599, 0.821]], "atomic_forces_ev_per_a": [[-0.18, -1.20, -0.37], [-0.54, -0.75, 0.15], [0.87, 0.73, 0.32], [0.54, 0.28, -0.64], [-0.25, -0.94, 0.06], [1.35, -0.78, 0.36], [0.17, 1.24, -0.26], [-0.70, -0.43, 0.31], [-0.48, 1.21, -0.55], [-0.07, -0.61, 0.07], [-0.29, -0.13, -0.10], [-0.21, 0.72, 0.71], [-0.13, -0.22, 0.08], [-0.07, 0.89, -0.13]], "relative_energy_kj_mol": 6.1, "largest_force_ha_per_bohr": 0.03108, "homo_energy_ha": -0.51058, "total_charge": 1, "e_tot_ha": -548.870107}

---

Record 3
{"formula": "C5H11N3", "method": "ωB97M-V/def2-TZVPD", "symbols": ["C", "C", "C", "N", "N", "H", "H", "H", "H", "H", "H", "H", "H", "C", "C", "N", "H", "H", "H"], "coordinates": [[0.487, 0.281, 1.126], [-2.012, -1.032, -0.546], [-0.566, -1.406, -0.463], [-0.385, 1.429, 1.364], [-0.108, -2.497, 0.014], [-1.323, 1.227, 1.026], [-0.471, 1.592, 2.366], [0.829, -2.664, -0.358], [1.478, 0.474, 1.547], [0.165, -0.606, 1.674], [-2.162, -0.074, -1.045], [-2.545, -1.813, -1.095], [-2.422, -0.962, 0.464], [1.792, 1.383, -0.975], [0.860, 0.296, -0.559], [0.322, -0.580, -1.297], [2.770, 0.948, -1.195], [1.887, 2.126, -0.180], [1.403, 1.878, -1.869]], "atomic_forces_ev_per_a": [[1.57, 1.32, -1.61], [-0.12, 0.21, 0.66], [1.72, -1.60, -2.39], [-0.06, 0.12, 0.18], [-1.16, 0.44, -0.42], [0.16, 0.05, 0.06], [0.01, 0.05, -0.26], [0.07, 0.28, 0.45], [-0.03, 0.37, 0.13], [-0.15, -0.35, -0.98], [0.13, -0.14, 0.00], [0.06, 0.12, 0.16], [-0.16, -0.14, -0.05], [-0.13, 0.02, -0.10], [-1.22, -0.80, 3.39], [-0.85, 0.18, 0.87], [-0.03, 0.12, -0.03], [0.00, -0.14, -0.11], [0.17, -0.12, 0.05]], "relative_energy_kj_mol": 175.6, "largest_force_ha_per_bohr": 0.07168, "homo_energy_ha": -0.33510, "smiles": "[H]/N=C(C)\\N=C(\\C)CN", "e_tot_ha": -361.322498}

---

Record 4
{"formula": "C5H11NO", "method": "ωB97M-V/def2-TZVPD", "symbols": ["O", "C", "C", "C", "C", "C", "N", "H", "H", "H", "H", "H", "H", "H", "H", "H", "H", "H"], "coordinates": [[2.256, 0.425, 2.221], [1.989, 0.279, 1.017], [0.759, -0.410, 0.544], [-0.298, 0.658, 0.407], [-1.424, 0.223, -0.532], [-1.055, 0.232, -2.081], [0.349, -1.455, 1.438], [2.651, 0.655, 0.213], [0.954, -0.694, -0.516], [0.212, 1.614, 0.099], [-0.713, 0.796, 1.432], [-1.752, -0.890, -0.321], [-2.244, 0.914, -0.416], [-0.419, -0.593, -2.368], [-1.867, 0.114, -2.724], [-0.710, 1.214, -2.263], [0.152, -0.964, 2.303], [1.160, -2.117, 1.545]], "atomic_forces_ev_per_a": [[-0.39, -0.24, -2.81], [1.12, 0.47, 2.67], [0.58, 0.19, -1.17], [-0.47, 0.49, 0.40], [-0.16, -2.28, -1.51], [0.26, -0.26, 2.57], [0.66, -1.10, -0.51], [0.11, 0.27, 0.28], [0.02, -0.66, 0.74], [-0.81, -0.66, 0.09], [0.21, 0.29, -0.62], [0.45, 2.35, 0.16], [-0.55, -0.05, 0.19], [0.81, 0.20, 0.11], [-1.91, -0.22, -0.63], [1.13, 0.86, -0.64], [0.27, -0.59, 0.36], [-1.33, 0.93, 0.34]], "relative_energy_kj_mol": 165.5, "largest_force_ha_per_bohr": 0.05700, "homo_energy_ha": -0.34819, "smiles": "CCC[C@H](N)C=O", "e_tot_ha": -327.068295}